36
Properties=species:S:1:pos:R:3:forces:R:3:lowdin_charge:R:1 method="wB97M-V/def2-TZVPD" charge=+1 fmax_ha_per_bohr=0.060 multiplicity=1
N 0.04989 -5.04786 -1.15480 1.437 -0.358 -0.490 0.034
B 0.71404 -6.11835 -0.28081 0.396 -0.428 2.150 -0.861
O 1.87825 -6.95699 -0.73513 -0.984 2.704 1.147 -0.042
N 0.12841 -6.24698 1.14578 1.597 0.933 -1.714 -0.451
I 1.16453 -4.73930 2.18262 -0.340 -0.613 -0.598 0.676
H 0.66859 -4.19433 -1.00725 -0.920 -1.396 -0.711 0.056
H 0.05172 -5.33363 -2.15885 0.422 0.727 0.932 0.062
H 2.64720 -6.56546 -0.21325 -1.418 -1.125 -0.789 0.084
C 1.17641 6.34070 -0.71072 -0.034 0.127 0.144 0.036
N 0.79838 4.93702 -0.45039 0.016 -0.260 -0.099 -0.098
C 0.34797 4.59198 0.77689 -0.247 -0.997 0.050 0.020
C -0.05707 3.28135 1.04292 0.266 0.804 0.136 0.056
C -0.00794 2.30931 0.03903 0.105 0.415 -0.171 -0.141
C 0.48687 2.70199 -1.21090 0.106 0.529 -0.308 0.053
C 0.88605 4.01877 -1.43525 -0.334 -0.875 0.252 0.021
C -0.47869 0.93006 0.26059 -0.098 -0.697 0.208 -0.165
C -1.49807 0.38839 -0.53184 -0.269 -0.501 -0.289 0.032
C -1.90894 -0.93196 -0.35590 0.515 0.816 0.006 0.021
N -1.32648 -1.71144 0.58017 -0.229 0.401 -0.208 -0.071
C -0.35595 -1.21661 1.38187 0.109 0.681 -0.092 0.005
C 0.07995 0.10285 1.23985 -0.125 -0.302 0.050 0.050
C -1.73292 -3.12269 0.72645 -0.161 -0.183 0.220 -0.012
H 1.94753 6.62252 0.01073 -0.160 0.082 -0.177 0.115
H 0.27786 6.95187 -0.58792 0.272 0.021 -0.032 0.116
H 1.56070 6.44141 -1.72818 -0.098 -0.086 0.250 0.106
H 0.30434 5.37236 1.53278 0.033 -0.112 -0.239 0.155
H -0.43246 3.04141 2.03709 0.105 0.094 -0.256 0.143
H 0.56953 1.98556 -2.02715 -0.011 0.201 0.198 0.143
H 1.26694 4.34189 -2.40069 -0.069 0.029 0.282 0.150
H -1.98792 0.98945 -1.29698 0.095 -0.193 0.184 0.134
H -2.69524 -1.37017 -0.96626 0.237 -0.006 0.237 0.150
H 0.07172 -1.88858 2.12157 -0.123 -0.142 -0.161 0.071
H 0.87735 0.46260 1.88828 -0.179 -0.155 -0.133 0.138
H -2.05787 -3.27597 1.75814 0.138 -0.131 -0.178 0.113
H -0.86320 -3.74188 0.48898 -0.313 -0.154 0.100 -0.005
H -2.55146 -3.34931 0.03854 0.262 0.150 0.097 0.108


72
Properties=species:S:1:pos:R:3:forces:R:3:lowdin_charge:R:1 method="wB97M-V/def2-TZVPD" e_above_lowest_kj_mol=118.60 charge=+1 fmax_ha_per_bohr=0.094 multiplicity=1
Ag -1.09460 3.44865 -2.74874 1.225 -0.074 0.577 0.856
Ag -2.57381 0.11131 -1.70685 0.617 -0.173 0.755 0.827
N 0.38106 1.01754 -0.75005 1.961 -2.201 1.960 -0.598
O -0.31691 1.99177 -0.89858 -2.447 3.405 -1.555 -0.091
O -0.18405 -0.11027 -0.76561 0.116 -0.421 -0.708 -0.085
O 1.57128 1.15606 -0.42733 -0.770 -0.600 -0.705 0.024
C 3.69013 -0.78249 0.98191 -0.100 -0.591 -1.914 -0.094
O 4.25007 -2.03318 1.35269 0.327 -1.819 0.813 -0.236
P 3.77220 -3.48445 0.79335 -0.463 -0.255 0.811 0.512
O 2.37153 -3.90562 1.13433 2.381 0.868 -0.869 -0.261
O 4.17184 -3.32995 -0.77689 -0.428 -0.571 0.550 -0.219
C 3.16983 -2.93679 -1.70332 -1.354 0.892 0.224 -0.122
O 4.89908 -4.53361 1.35336 -4.683 0.815 -0.894 -0.189
C 6.20445 -4.25737 1.14344 3.206 0.741 0.015 -0.176
H 2.60590 -0.81410 1.08928 0.151 0.585 0.643 0.081
H 3.85005 -0.68654 -0.09202 -0.098 0.119 -0.322 0.064
H 4.28024 0.04856 1.36821 -0.483 -0.307 0.812 0.100
H 2.19076 -2.86328 -1.22988 -0.159 -0.606 0.297 0.070
H 3.05313 -3.58862 -2.56911 0.585 -0.102 0.173 0.092
H 3.27737 -1.89013 -1.98800 0.791 -0.061 -0.421 0.076
H 6.32520 -3.35704 0.54101 0.363 0.258 0.429 0.083
H 6.79137 -5.01095 0.61835 -0.609 -0.551 -0.195 0.094
H 6.64192 -4.21524 2.14091 0.476 0.626 -0.144 0.100
C -1.14351 2.06074 5.07063 1.589 1.399 2.598 -0.137
O -2.50414 1.74083 4.90733 -0.468 -1.320 -1.728 -0.182
P -2.81155 0.80467 3.63728 -2.474 1.618 1.470 0.394
O -3.10702 1.58057 2.42411 -0.513 -0.685 -0.150 -0.234
O -1.51327 -0.00378 3.59397 1.065 -2.313 0.077 -0.197
C -1.43216 -1.08152 2.66829 -0.206 -0.639 -1.440 -0.067
O -4.00897 -0.20442 4.20269 2.215 0.689 -1.776 -0.212
C -5.35374 0.16389 3.96160 -0.778 1.897 0.453 -0.131
H -1.09825 3.12632 5.29558 -0.009 0.064 -0.187 0.093
H -0.31517 1.83376 4.39950 -1.003 -0.223 -0.998 0.093
H -0.81309 1.57168 5.98700 -0.057 -0.080 0.194 0.092
H -2.29940 -1.74183 2.66659 -0.235 0.055 0.688 0.077
H -0.56467 -1.72646 2.80830 0.134 0.553 0.366 0.105
H -1.43940 -0.68064 1.65471 0.446 0.166 -0.081 0.073
H -5.43688 1.17966 3.57508 0.430 0.532 0.490 0.080
H -5.78830 0.14952 4.96113 -0.620 -0.251 -0.426 0.101
H -5.95548 -0.27662 3.16665 0.515 -1.511 0.309 0.075
C -1.29879 -2.17503 -3.30578 -0.731 0.683 -0.080 -0.074
O -2.53243 -2.11027 -2.54567 0.472 -0.185 -0.093 -0.272
C -2.63467 -3.14282 -1.54315 0.388 0.351 -0.765 -0.177
C -3.73975 -2.82446 -0.55993 0.415 1.028 0.730 -0.127
O -3.84489 -1.35261 -0.33257 -0.767 -1.215 -0.887 -0.282
C -4.79808 -0.96018 0.69649 0.794 -0.651 -0.058 -0.067
H -0.49021 -1.79207 -2.68316 0.365 -0.860 0.153 0.070
H -1.36059 -1.43750 -4.10599 -0.450 0.049 -0.105 0.082
H -1.20817 -3.13741 -3.80947 0.433 -0.142 0.479 0.102
H -1.69150 -3.32780 -1.02902 0.285 0.592 -0.012 0.132
H -2.84863 -4.08403 -2.04954 -0.250 -0.105 -0.038 0.134
H -3.39678 -3.28548 0.36632 -0.315 0.070 0.330 0.127
H -4.64501 -3.35102 -0.86215 -0.503 0.861 0.008 0.131
H -4.26924 -1.25498 1.60287 -0.769 0.133 0.465 0.067
H -5.77711 -1.42173 0.56771 0.183 -0.468 0.001 0.097
H -4.99436 0.11199 0.70117 0.648 0.032 -0.272 0.090
C 0.18042 6.18536 -1.45637 -0.651 1.743 -0.549 -0.111
O 0.65587 4.94400 -1.91922 -0.420 -0.457 1.164 -0.249
C 2.05658 4.94099 -2.17570 0.454 0.722 -1.214 -0.171
C 2.54629 3.58842 -2.64455 -0.748 -0.463 0.545 -0.180
O 1.71996 3.28024 -3.77012 0.801 -0.530 -0.054 -0.222
C 1.92170 1.96905 -4.32783 -0.829 0.599 0.299 -0.077
H 0.23725 6.95678 -2.22434 0.380 -0.041 -0.592 0.092
H 0.66387 6.68234 -0.61530 0.447 -0.875 0.383 0.100
H -0.89042 6.19900 -1.25337 -0.011 -0.831 0.256 0.087
H 2.67332 5.42630 -1.41926 -0.317 -0.565 0.764 0.139
H 2.16814 5.64197 -3.00291 0.240 -0.030 -0.504 0.130
H 2.44697 2.77748 -1.92303 -0.497 0.163 0.492 0.100
H 3.62254 3.57040 -2.81623 0.099 0.555 -0.728 0.136
H 2.90249 1.76435 -4.75707 0.051 0.574 -0.267 0.095
H 1.10697 1.96956 -5.05192 0.417 -0.672 -0.380 0.088
H 1.77525 1.17852 -3.59182 -0.251 0.008 0.337 0.076


60
Properties=species:S:1:pos:R:3:forces:R:3:lowdin_charge:R:1 method="wB97M-V/def2-TZVPD" e_above_lowest_kj_mol=88.32 charge=+1 fmax_ha_per_bohr=0.045 multiplicity=2 s_squared=0.80
Ru -0.03260 0.50252 -0.34768 -1.758 1.181 0.880 0.966
C -3.51183 4.71917 0.86046 -0.051 0.000 0.037 -0.424
S -1.96131 4.88851 -0.03414 0.113 -0.181 -0.073 0.858
C -1.46795 3.23601 -0.44565 -0.247 0.646 0.050 -0.906
S -1.87789 1.86376 0.55841 0.376 -0.930 -0.404 0.921
N -0.62352 3.18344 -1.44627 0.071 -0.312 0.041 -0.047
N 0.05864 2.06186 -1.57787 0.569 0.296 -0.675 -0.232
C 0.96228 1.99664 -2.57100 0.029 -0.173 0.155 -0.085
C 1.76838 0.84009 -2.54809 -0.080 0.066 -0.054 -0.272
C 2.81215 0.56981 -3.46269 -0.036 0.034 -0.003 -0.019
C 3.53848 -0.58206 -3.34667 0.012 -0.061 0.016 -0.066
C 3.24264 -1.49057 -2.31430 0.045 0.006 -0.096 -0.074
C 2.22169 -1.17786 -1.45144 -0.042 0.139 0.022 -0.141
N 1.49507 -0.05141 -1.54358 0.676 -0.833 -0.262 -0.084
H -3.72466 5.72130 1.23065 0.009 -0.013 0.009 0.037
H -3.42096 4.04833 1.71229 0.016 0.001 -0.010 0.025
H -4.32870 4.40832 0.21577 0.000 0.034 0.002 0.021
H 1.07533 2.80394 -3.27952 -0.016 0.018 0.001 0.122
H 3.01519 1.28604 -4.24770 -0.001 -0.011 0.013 0.118
H 4.33615 -0.79402 -4.04666 -0.001 0.004 0.014 0.112
H 3.79890 -2.40823 -2.18893 0.000 0.016 -0.002 0.101
H 1.95640 -1.83549 -0.63153 -0.020 0.001 0.005 0.107
S 3.21463 -1.56906 6.08047 0.114 -0.087 0.223 1.052
N 3.61047 -0.41521 5.03355 -0.068 0.013 -0.085 -0.206
C 2.68238 -0.42983 4.08941 0.062 0.195 -0.176 -0.299
C 2.63738 0.46505 2.94006 0.357 0.064 0.259 -0.077
C 3.60879 1.43914 2.67976 -0.112 -0.156 0.090 0.027
C 3.46688 2.21684 1.55727 -0.071 0.099 -0.156 -0.012
C 2.35881 2.03426 0.72861 -0.059 0.171 0.123 -0.073
N 1.42445 1.12305 0.97439 0.006 -0.183 0.088 -0.021
C 1.57917 0.32423 2.05760 -0.601 -0.664 -0.080 -0.119
C 0.56791 -0.74670 2.24477 0.418 0.831 -0.137 -0.133
N -0.38272 -0.83172 1.29432 0.656 -0.458 -0.415 -0.030
C -1.37933 -1.69116 1.46086 0.042 -0.058 0.099 -0.094
C -1.43640 -2.55680 2.55416 -0.112 0.086 -0.099 -0.018
C -0.43364 -2.52268 3.49559 0.134 0.081 0.055 0.025
C 0.59053 -1.58042 3.35196 -0.027 -0.228 0.333 -0.078
C 1.68746 -1.41466 4.29552 -0.239 -0.080 -0.125 -0.301
N 1.87304 -2.13040 5.39353 -0.015 0.045 -0.088 -0.206
H 4.44730 1.55243 3.35418 -0.016 0.004 -0.008 0.127
H 4.19490 2.97393 1.30183 -0.017 -0.005 0.009 0.119
H 2.20122 2.64470 -0.15062 0.037 -0.003 -0.020 0.116
H -2.15072 -1.67463 0.70141 0.044 -0.079 -0.040 0.106
H -2.26558 -3.24452 2.64340 0.014 0.003 0.002 0.116
H -0.42707 -3.19052 4.34712 -0.012 0.015 -0.007 0.127
C -4.27524 1.76467 -0.54347 0.039 -0.113 0.078 -0.142
O -3.06000 1.04871 -0.30488 -0.153 0.303 0.074 -0.559
H -4.77244 2.02200 0.39376 -0.003 0.007 -0.002 0.084
H -4.90330 1.09132 -1.12232 -0.007 0.001 0.012 0.094
H -4.08078 2.66549 -1.12788 -0.006 -0.019 -0.027 0.075
N -0.93171 -3.70108 -3.05565 -0.045 0.058 0.085 0.192
C -2.25435 -3.47473 -2.95238 0.024 -0.132 -0.187 -0.496
N -3.09305 -4.45709 -3.31070 -0.030 0.064 0.044 0.180
N -2.78366 -2.34339 -2.52403 0.359 0.160 0.209 0.124
C -1.92987 -1.44482 -2.07944 -0.278 -0.103 -0.304 -0.293
N -1.21476 -0.62737 -1.68750 -0.108 0.271 0.580 0.098
H -0.56177 -4.57759 -3.37459 -0.016 -0.010 -0.006 0.117
H -0.28577 -2.96971 -2.80853 0.038 0.000 -0.031 0.097
H -2.77667 -5.29778 -3.75628 -0.008 -0.006 -0.016 0.115
H -4.07834 -4.26406 -3.26912 -0.006 -0.012 -0.023 0.121


59
Properties=species:S:1:pos:R:3:forces:R:3:lowdin_charge:R:1 method="wB97M-V/def2-TZVPD" e_above_lowest_kj_mol=189.72 charge=+4 fmax_ha_per_bohr=0.032 multiplicity=1
Pd 0.73141 -0.65749 -0.93854 -1.089 -0.593 0.541 0.962
C 2.02623 2.59955 -4.01639 0.210 0.013 -0.421 0.040
C 1.76185 1.72080 -2.85699 -0.026 -0.526 0.209 -0.185
N 1.47790 0.45668 -2.91237 -0.599 -0.213 1.509 0.016
N 1.52922 -0.25359 -4.07094 -0.124 -0.343 -1.205 0.032
C 1.69747 -1.58785 -4.02836 0.054 0.801 -0.087 -0.686
N 1.88850 -2.29192 -5.11944 -0.019 -0.114 0.385 0.210
S 1.69627 -2.38701 -2.48615 -0.319 0.826 1.350 0.895
C 1.93960 2.24697 -1.49240 0.044 0.538 -0.065 -0.187
C 2.37497 3.55193 -1.24904 -0.240 -0.619 -0.205 0.068
C 2.68815 3.94353 0.04476 0.031 -0.052 0.279 0.046
C 2.56501 3.02368 1.07148 -0.098 0.056 -0.395 0.038
C 2.08346 1.75286 0.76336 -0.011 -0.182 0.554 -0.088
N 1.78665 1.38450 -0.46989 0.083 -1.051 -0.167 0.055
H 1.68740 2.20126 -4.97002 -0.063 0.014 0.011 0.097
H 1.53609 3.56356 -3.87999 -0.098 -0.025 0.030 0.123
H 3.09826 2.80350 -4.10399 0.033 -0.040 0.047 0.142
H 1.62367 0.24509 -4.96076 -0.096 -0.124 0.323 0.180
H 1.93094 -1.90873 -6.05911 0.043 0.157 0.085 0.170
H 2.06423 -3.28866 -5.05436 -0.082 -0.042 -0.061 0.152
H 2.49229 4.25300 -2.05908 -0.024 0.042 -0.128 0.138
H 3.03100 4.95229 0.23784 0.040 -0.006 0.012 0.152
H 2.83513 3.27139 2.08595 -0.026 -0.028 0.132 0.142
H 1.93782 1.02594 1.55516 0.002 -0.015 -0.083 0.111
Br -4.36437 -5.48915 -0.62481 1.066 1.096 -0.024 0.926
C -3.05424 -4.08729 -0.70653 -1.000 -0.928 -0.083 -0.577
C -3.01907 -3.22846 -1.80402 0.239 0.070 0.493 -0.027
C -2.02225 -2.26276 -1.83605 -0.203 0.409 -0.926 -0.075
N -1.13410 -2.10692 -0.86268 0.953 0.117 -0.112 0.053
C -1.18781 -2.88961 0.22618 0.326 -0.286 0.713 -0.188
C -2.13277 -3.91076 0.32477 0.268 0.416 -0.410 0.006
C -0.21050 -2.61142 1.30381 -0.853 -0.248 0.171 -0.194
C -0.45901 -2.97893 2.62385 0.369 0.137 -0.369 -0.009
C 0.48399 -2.67821 3.60729 -0.278 -0.348 1.206 -0.583
Br 0.11413 -3.12003 5.43901 0.355 0.381 -1.449 0.923
C 1.67943 -2.06310 3.23215 -0.244 -0.072 -0.342 -0.025
C 1.84387 -1.72814 1.89458 0.702 0.469 0.308 -0.090
N 0.91709 -1.95977 0.97000 -0.319 0.774 -1.271 0.058
H -3.73586 -3.31810 -2.60803 0.072 0.090 -0.104 0.138
H -1.95109 -1.59694 -2.68885 0.042 -0.028 -0.010 0.139
H -2.13669 -4.58180 1.16689 0.011 0.010 0.228 0.132
H -1.38434 -3.46305 2.89327 -0.071 -0.065 -0.016 0.128
H 2.45728 -1.84856 3.95073 0.107 -0.053 -0.033 0.138
H 2.77698 -1.28562 1.55688 -0.080 0.048 0.042 0.138
C -2.41940 3.14612 1.90955 -0.402 0.266 -0.275 -0.006
C -2.07515 1.70300 2.27407 -0.118 0.363 1.266 -0.577
C -1.06218 1.69100 3.45252 -0.083 -0.069 -0.231 -0.008
C -3.29344 0.86754 2.67500 -0.364 -0.039 -0.190 -0.008
C -1.41522 1.05144 1.17683 0.471 -0.443 -0.743 -0.100
N -0.84330 0.50162 0.34210 0.910 -0.385 -0.605 0.172
H -2.71202 3.69938 2.80324 0.100 -0.143 0.040 0.115
H -3.26443 3.20278 1.22260 0.060 -0.083 -0.065 0.105
H -1.57248 3.65274 1.45304 0.097 0.106 0.033 0.091
H -1.53957 2.14095 4.32020 -0.046 0.026 -0.003 0.114
H -0.17308 2.26984 3.21802 0.133 0.081 -0.010 0.083
H -0.78554 0.67043 3.70878 0.087 -0.098 0.074 0.082
H -3.75696 1.28975 3.56444 0.090 0.089 0.044 0.116
H -3.00201 -0.15602 2.89789 0.003 -0.126 0.079 0.086
H -4.04941 0.85678 1.89254 -0.026 -0.008 -0.077 0.103


| no. | electronic energy (Ha) |
| --- | --- |
| 1 | -1083.94822 |
| 2 | -2715.84664 |
| 3 | -2855.94473 |
| 4 | -6947.21931 |